# 1
50
Properties=species:S:1:pos:R:3:lowdin_charge:R:1 method="wB97M-V/def2-TZVPD" relative_energy_ev=1.1250 lumo_ev=0.67 energy_ev=-41088.49604 total_charge=0 gap_ev=9.9 e_homo_ev=-9.25
O -0.97863 -2.76062 0.79964 0.060
C -0.90550 -2.09126 -0.20912 -0.492
N -1.97904 -1.73634 -0.94323 0.084
H -1.86788 -1.06583 -1.68768 0.120
C -3.33609 -2.05473 -0.53360 -0.120
C -3.98810 -0.88481 0.15657 -0.221
C -4.86165 -0.04736 -0.52340 -0.059
C -5.41894 1.04924 0.11216 -0.085
C -5.10483 1.31819 1.43333 -0.094
C -4.23217 0.48737 2.11768 -0.087
C -3.67467 -0.60779 1.48199 -0.042
H -2.98749 -1.25459 2.00666 0.115
H -3.98469 0.69488 3.14826 0.105
H -5.53910 2.17384 1.92886 0.102
H -6.09872 1.69471 -0.42449 0.103
H -5.11415 -0.25819 -1.55366 0.111
H -3.90687 -2.35137 -1.41795 0.123
H -3.25833 -2.90146 0.15271 0.127
C 0.42809 -1.65027 -0.80800 -0.136
C 1.48015 -1.50471 0.27810 -0.314
H 1.46189 -0.51240 0.72424 0.089
H 1.31614 -2.26392 1.04319 0.093
S 3.15268 -1.84770 -0.42658 0.963
O 3.40490 -0.79602 -1.43075 -0.546
C 4.12210 -1.36324 1.09792 -0.297
C 4.74148 0.01710 0.96594 -0.142
C 3.72034 1.13673 1.16291 -0.520
O 3.48495 1.61871 2.25380 0.052
N 3.13948 1.54267 0.02039 0.074
H 3.27901 0.98340 -0.81840 0.098
C 2.19195 2.63590 -0.02790 -0.121
C 0.85573 2.20710 -0.57456 -0.212
C 0.70366 1.97899 -1.93750 -0.047
C -0.52815 1.61738 -2.45530 -0.090
C -1.62144 1.48206 -1.61413 -0.111
C -1.47253 1.68413 -0.25210 -0.064
C -0.23816 2.03798 0.26420 -0.024
H -0.12488 2.20019 1.32606 0.120
H -2.32122 1.57363 0.40470 0.088
H -2.59345 1.23401 -2.01683 0.098
H -0.63661 1.45344 -3.51802 0.106
H 1.55170 2.09498 -2.59671 0.119
H 2.60484 3.43291 -0.65936 0.130
H 2.09129 3.00877 0.99476 0.121
H 5.50660 0.13686 1.73526 0.126
H 5.20609 0.11001 -0.01750 0.110
H 3.45760 -1.42920 1.95558 0.092
H 4.90039 -2.12089 1.19138 0.080
H 0.73510 -2.43804 -1.50414 0.124
H 0.31892 -0.72509 -1.37283 0.094

---

# 2
26
Properties=species:S:1:pos:R:3:lowdin_charge:R:1 method="wB97M-V/def2-TZVPD" smiles=C[C@H]([NH3+])CCCC[NH3+] relative_energy_ev=0.0395 lumo_ev=-6.04 energy_ev=-9478.56545 total_charge=+2 gap_ev=12.8 e_homo_ev=-18.81
C -2.85601 -0.23444 0.27808 -0.022
C -1.90521 0.51653 -0.67536 -0.340
N -2.68281 0.70445 -1.96030 0.231
C -0.56083 -0.13482 -0.92359 -0.165
C 0.54662 0.39256 -0.00795 -0.190
C 1.86482 -0.41878 -0.08121 -0.146
C 2.35944 -0.92314 1.30072 -0.120
N 3.33391 0.04731 1.90888 0.207
H -3.31398 -1.10017 -0.21711 0.101
H -3.68006 0.40846 0.58370 0.096
H -2.34163 -0.56652 1.16846 0.093
H -1.84692 1.49828 -0.20320 0.157
H -2.13885 1.26112 -2.62012 0.177
H -2.79940 -0.19914 -2.41656 0.179
H -3.57689 1.14000 -1.74861 0.179
H -0.56735 -1.22850 -0.93446 0.134
H -0.29420 0.08682 -1.97597 0.133
H 0.16065 0.53015 1.00835 0.119
H 0.75984 1.41754 -0.32618 0.122
H 1.70603 -1.32060 -0.67301 0.125
H 2.56897 0.23845 -0.56442 0.117
H 1.53548 -1.17320 1.96009 0.139
H 2.96192 -1.80187 1.09100 0.135
H 3.84413 -0.33409 2.70863 0.185
H 2.87844 0.93228 2.11799 0.175
H 4.04390 0.26129 1.20214 0.177

---

# 3
154
Properties=species:S:1:pos:R:3:lowdin_charge:R:1 method="wB97M-V/def2-TZVPD" smiles=COC[C@H](C)N.COC[C@H](C)N.COCCNCCOC.COCCNCCOC.COCCNCCOC.COCCNCCOC.COCCNCCOC relative_energy_ev=1.3381 lumo_ev=0.52 energy_ev=-75970.67074 total_charge=0 gap_ev=9.0 e_homo_ev=-8.47
C -7.61952 -1.58073 -0.33319 -0.143
O -7.39207 -2.11988 0.92302 -0.196
C -7.45204 -1.17234 1.99495 -0.197
C -6.75924 -1.75187 3.21289 -0.441
C -6.71097 -0.73422 4.34644 -0.072
N -5.38249 -2.13843 2.87690 0.041
H -7.68501 -0.48469 -0.36457 0.082
H -8.60637 -1.89567 -0.69927 0.085
H -6.83430 -1.89566 -1.02101 0.084
H -6.82864 -0.33863 1.63928 0.117
H -8.48383 -0.84327 2.16703 0.130
H -7.27037 -2.63490 3.60725 0.137
H -5.98261 -1.04268 5.09478 0.075
H -7.72930 -0.54823 4.68353 0.076
H -6.26293 0.21025 4.00525 0.068
H -5.38218 -2.80116 2.10902 0.065
H -4.92313 -1.30074 2.50068 0.025
C 0.74089 -1.19038 -0.19804 -0.070
O -0.68503 -1.22547 -0.22311 -0.157
C -1.26701 -0.45761 0.77705 -0.243
C -2.71180 -0.79665 0.99750 -0.415
C -3.50374 -0.39552 -0.24635 -0.039
N -3.25979 -0.08616 2.14291 0.060
H 1.24834 -1.92381 -0.81348 0.069
H 1.00580 -1.44545 0.83799 0.083
H 1.00977 -0.17152 -0.49114 0.072
H -0.73551 -0.68800 1.73091 0.114
H -1.17317 0.63470 0.82354 0.107
H -2.88823 -1.86046 1.18893 0.121
H -4.58046 -0.29993 -0.10831 0.071
H -3.21933 -1.03059 -1.08557 0.082
H -3.16125 0.61267 -0.51334 0.057
H -2.75823 -0.23399 3.01027 0.079
H -3.37718 0.90658 1.96902 0.050
C -2.64380 3.34985 1.61458 -0.087
O -3.57403 2.60085 0.86798 -0.219
C -4.31880 3.32113 -0.06924 -0.214
C -3.51294 3.92628 -1.20285 -0.208
N -2.89833 2.94158 -2.07806 -0.050
C -3.83107 2.20344 -2.92195 -0.215
C -3.16244 1.31421 -3.93433 -0.224
O -2.21754 2.07722 -4.65355 -0.203
C -1.95099 1.63679 -5.97407 -0.088
H -2.01664 3.96078 0.95991 0.072
H -2.03772 2.72134 2.26017 0.067
H -3.14807 4.07647 2.27556 0.101
H -4.76678 4.18783 0.44856 0.126
H -5.13180 2.69107 -0.42414 0.120
H -2.63118 4.44873 -0.82395 0.104
H -4.12610 4.68459 -1.71757 0.123
H -2.22044 3.34098 -2.71590 0.104
H -4.45961 2.92238 -3.48844 0.126
H -4.52321 1.66226 -2.27299 0.106
H -3.93700 0.85461 -4.55433 0.125
H -2.62380 0.51755 -3.39588 0.119
H -2.72333 0.96949 -6.35320 0.095
H -0.96841 1.15156 -5.98706 0.043
H -1.85326 2.51979 -6.60738 0.093
C 2.78944 -7.54119 3.57404 -0.102
O 2.34314 -7.74324 2.24294 -0.208
C 1.19249 -7.00186 1.89155 -0.213
C 1.47862 -5.49346 1.73622 -0.208
N 0.55755 -4.79148 0.84556 -0.051
C -0.75232 -4.57450 1.45539 -0.200
C -0.73727 -3.60714 2.61072 -0.225
O -0.57530 -4.29562 3.83981 -0.196
C -0.21624 -3.46205 4.90285 -0.119
H 2.14077 -8.11645 4.24994 0.089
H 2.70895 -6.49581 3.88125 0.080
H 3.80251 -7.92651 3.60583 0.087
H 0.49105 -7.14779 2.72267 0.121
H 0.89876 -7.41746 0.92742 0.124
H 2.51970 -5.38473 1.41362 0.122
H 1.43418 -5.06894 2.74072 0.096
H 0.46932 -5.37275 0.01994 0.102
H -1.20982 -5.49889 1.84543 0.123
H -1.42923 -4.19214 0.68983 0.116
H -1.69653 -3.07997 2.64821 0.116
H 0.09463 -2.90735 2.45968 0.116
H -0.77028 -3.69500 5.81902 0.085
H -0.43588 -2.41013 4.69103 0.083
H 0.83865 -3.57444 5.18470 0.085
C 1.63751 -1.72608 -5.68250 -0.128
O 0.96589 -1.29878 -4.53339 -0.192
C 0.29142 -0.04028 -4.68514 -0.213
C 0.38233 0.66130 -3.34150 -0.171
N 1.73044 1.20816 -3.12351 -0.047
C 1.94545 2.48251 -3.80119 -0.195
C 3.44021 2.79439 -3.73646 -0.216
O 3.69944 4.14246 -3.41420 -0.177
C 3.68939 4.37133 -2.02754 -0.101
H 1.05600 -1.74629 -6.61185 0.088
H 1.96867 -2.75484 -5.51192 0.087
H 2.56358 -1.16176 -5.86941 0.089
H -0.76087 -0.32131 -4.83626 0.115
H 0.68340 0.53401 -5.52409 0.109
H 0.22015 -0.06162 -2.54382 0.101
H -0.34592 1.47348 -3.30086 0.105
H 2.43113 0.54322 -3.43757 0.082
H 1.39056 3.29886 -3.32434 0.117
H 1.55671 2.47882 -4.83165 0.112
H 3.82419 2.58228 -4.74341 0.127
H 4.03916 2.12174 -3.12375 0.088
H 2.75310 4.05546 -1.55050 0.071
H 3.78092 5.44677 -1.88527 0.092
H 4.53821 3.85210 -1.56926 0.072
C -3.05592 1.90179 5.16367 -0.089
O -1.82602 2.01544 4.46629 -0.229
C -0.70821 2.25105 5.29093 -0.232
C 0.49616 2.43496 4.39126 -0.227
N 0.80925 1.21451 3.64896 -0.035
C 2.08947 1.34093 2.93392 -0.179
C 1.96060 1.97896 1.53900 -0.201
O 0.60511 2.00696 1.14748 -0.237
C 0.43051 2.52968 -0.13589 -0.126
H -3.39550 2.91185 5.41390 0.091
H -2.92966 1.34050 6.09718 0.090
H -3.77288 1.35213 4.55893 0.070
H -0.46558 1.39864 5.93654 0.127
H -0.83081 3.18196 5.85999 0.126
H 1.29462 2.77649 5.06141 0.119
H 0.34088 3.29268 3.71448 0.125
H 0.09872 1.22876 2.92260 0.071
H 2.49179 0.33026 2.80602 0.103
H 2.85136 1.82881 3.54207 0.111
H 2.51675 1.37743 0.80665 0.115
H 2.39856 2.98633 1.48439 0.121
H -0.52740 2.26169 -0.59432 0.078
H 1.21359 2.26851 -0.85634 0.064
H 0.35053 3.63125 -0.12309 0.094
C 8.93389 3.03137 0.75426 -0.120
O 8.66950 2.83891 -0.61286 -0.188
C 7.37271 2.35222 -0.90734 -0.222
C 7.50105 1.23154 -1.92989 -0.201
N 6.33533 1.19097 -2.82685 -0.052
C 6.38433 0.00666 -3.69993 -0.200
C 5.60523 -1.18277 -3.17693 -0.254
O 4.22651 -0.95190 -3.08149 -0.191
C 3.54635 -2.05527 -2.53162 -0.109
H 8.44822 3.91701 1.17534 0.087
H 10.01038 3.05750 0.90878 0.086
H 8.57842 2.15719 1.32169 0.085
H 6.74191 3.15888 -1.29556 0.111
H 6.91107 1.99347 0.02095 0.115
H 7.67642 0.29201 -1.38586 0.119
H 8.36883 1.43804 -2.55649 0.124
H 5.51988 1.00639 -2.24322 0.088
H 7.36989 -0.46610 -3.77358 0.119
H 6.04950 0.27996 -4.70198 0.115
H 6.06433 -1.53572 -2.24114 0.127
H 5.79227 -2.00550 -3.89070 0.128
H 3.74756 -2.30849 -1.48240 0.096
H 3.71102 -2.94689 -3.14845 0.095
H 2.47974 -1.83451 -2.55336 0.059